(1)
{"formula": "C28H78AsF9N7O11", "method": "ωB97M-V/def2-TZVPD", "symbols": ["C", "C", "C", "O", "C", "N", "H", "H", "H", "H", "H", "H", "H", "H", "H", "H", "H", "H", "C", "C", "C", "O", "C", "N", "H", "H", "H", "H", "H", "H", "H", "H", "H", "H", "H", "H", "C", "C", "C", "O", "C", "N", "H", "H", "H", "H", "H", "H", "H", "H", "H", "H", "H", "H", "C", "C", "C", "O", "C", "N", "H", "H", "H", "H", "H", "H", "H", "H", "H", "H", "H", "H", "C", "C", "C", "O", "C", "N", "H", "H", "H", "H", "H", "H", "H", "H", "H", "H", "H", "H", "C", "C", "C", "O", "C", "N", "H", "H", "H", "H", "H", "H", "H", "H", "H", "H", "H", "H", "N", "O", "O", "O", "As", "F", "F", "F", "F", "F", "F", "C", "O", "O", "C", "F", "F", "F", "C", "C", "H", "H", "H", "H", "H", "H"], "xyz": [[1.67880, -3.99475, 1.66728], [0.79649, -4.49587, 0.52598], [0.13085, -5.85266, 0.88286], [-0.52281, -6.20588, -0.30466], [-1.48955, -7.25899, -0.10735], [-0.29911, -3.36287, 0.20208], [-0.90116, -3.24362, 1.00422], [0.27362, -2.54470, 0.05150], [-0.82238, -3.50417, -0.65016], [2.12606, -3.06871, 1.30602], [2.42924, -4.72669, 1.96595], [1.09164, -3.78714, 2.56184], [1.35627, -4.69252, -0.38839], [-0.75467, -5.62037, 1.47446], [0.79402, -6.50831, 1.44715], [-2.40431, -6.84826, -0.53469], [-1.58720, -7.65496, 0.90348], [-1.21575, -8.11943, -0.71791], [-5.84671, -0.67123, -0.51341], [-5.43423, -0.38163, 0.95435], [-6.42329, -0.82095, 2.05386], [-7.56962, 0.13251, 2.03778], [-8.67371, -0.36992, 2.78708], [-4.21534, -1.21006, 1.36995], [-3.57046, -1.10710, 0.59947], [-3.70095, -0.81911, 2.14627], [-4.43023, -2.19040, 1.48333], [-6.10964, -1.72517, -0.60392], [-4.89285, -0.52434, -1.02005], [-6.61721, 0.03705, -0.81798], [-5.15962, 0.66981, 1.03903], [-5.97165, -0.79107, 3.04544], [-6.76931, -1.82631, 1.81384], [-9.45320, 0.39139, 2.81707], [-8.35988, -0.49231, 3.82373], [-9.26735, -1.20727, 2.42031], [1.08793, 2.13916, 5.53448], [1.54482, 0.86837, 4.87566], [2.25157, -0.08478, 5.80032], [2.72345, -1.29540, 5.12935], [4.07148, -1.18644, 4.59005], [0.45462, 0.07288, 4.09011], [0.32963, 0.62114, 3.25113], [0.67889, -0.85080, 3.74862], [-0.41386, -0.00480, 4.59983], [0.30448, 2.10140, 6.29138], [0.64037, 2.83919, 4.82897], [1.97849, 2.58455, 5.97791], [2.24914, 1.18019, 4.10443], [1.57952, -0.60869, 6.48000], [2.97589, 0.52883, 6.33599], [4.03341, -1.92901, 3.79303], [4.89814, -1.28783, 5.29322], [4.17545, -0.32921, 3.92488], [-0.55494, -1.31025, -5.62203], [-1.26135, -0.11161, -4.76514], [-2.79028, -0.05585, -4.82887], [-3.24063, 1.00712, -4.09304], [-4.60940, 1.05747, -3.79791], [-0.71320, -0.23393, -3.31504], [-1.21638, -0.93076, -2.78463], [0.27830, -0.42627, -3.32147], [-0.81450, 0.53726, -2.67075], [-0.73884, -2.34620, -5.33729], [0.52307, -1.14968, -5.60725], [-0.83787, -1.30195, -6.67463], [-0.94890, 0.87468, -5.10824], [-3.14315, -1.04156, -4.52563], [-3.25070, 0.10665, -5.80340], [-5.04321, 1.84219, -3.17815], [-4.98118, 0.11520, -3.39540], [-5.13459, 1.26774, -4.72961], [-2.69353, 3.21469, -1.36539], [-1.76443, 4.24465, -0.77524], [-2.44327, 5.49156, -0.25060], [-1.56986, 6.19275, 0.62694], [-0.60666, 6.97502, -0.01905], [-1.09422, 3.53992, 0.43710], [-0.53796, 2.71504, 0.26320], [-0.60898, 4.29662, 0.89759], [-1.83124, 3.30649, 1.08703], [-2.17723, 2.26877, -1.52901], [-3.15321, 3.71104, -2.22004], [-3.51937, 3.09249, -0.66457], [-0.96855, 4.55060, -1.45426], [-3.34847, 5.11056, 0.22220], [-2.75239, 6.21029, -1.00953], [-0.92175, 7.92243, -0.45634], [-0.01743, 6.43931, -0.76331], [0.27888, 7.18569, 0.58057], [4.22590, 0.98230, 1.16313], [4.20805, 1.90448, -0.09484], [5.63465, 2.07208, -0.57711], [5.69618, 2.73198, -1.87813], [6.97484, 3.13166, -2.28988], [3.23776, 1.32296, -1.18091], [2.39741, 1.13216, -0.65412], [2.92517, 1.97008, -1.89057], [3.47179, 0.40759, -1.53789], [3.25342, 0.97897, 1.65543], [4.94418, 1.35675, 1.89249], [4.40439, -0.03504, 0.81491], [3.59388, 2.77224, 0.14580], [6.22016, 1.15586, -0.50079], [6.02559, 2.82995, 0.10179], [7.04372, 3.55374, -3.29249], [7.65306, 2.28354, -2.38377], [7.21495, 3.79607, -1.45982], [0.15993, 0.07500, 0.27792], [1.03361, -0.66210, -0.22120], [0.49827, 0.96843, 1.05268], [-1.03261, 0.06838, 0.01436], [2.81349, 4.47073, 2.74970], [2.23155, 2.86560, 2.32782], [1.14790, 5.11989, 2.82559], [3.50318, 6.06184, 3.20748], [4.53604, 3.92832, 2.69983], [2.71095, 4.76053, 1.02305], [2.72319, 4.10603, 4.48048], [2.98001, -2.24854, -3.09764], [1.85468, -3.12732, -3.09609], [2.44400, -0.92925, -3.39019], [3.89243, -2.42459, -1.83495], [4.66788, -3.47624, -1.91918], [4.65836, -1.38814, -1.63925], [3.18693, -2.59787, -0.71307], [1.61796, -3.87130, -4.20700], [0.76034, -5.02196, -3.68689], [1.47218, -5.77521, -3.34925], [-0.03009, -4.91405, -2.94415], [0.14761, -5.50478, -4.44817], [2.51573, -4.34619, -4.60273], [1.15439, -3.34665, -5.04244], [3.65629, -2.46931, -3.92348]], "mulliken_charge": [-1.45, 0.94, -1.02, -0.26, -0.84, 0.17, 0.42, -0.50, 0.34, 0.21, 0.47, 0.45, -0.05, 0.57, 0.32, 0.27, 0.38, 0.28, -0.84, 0.17, -0.94, -0.33, -0.79, -0.71, -0.11, 0.54, 0.68, 0.30, 0.05, 0.38, 0.11, 0.47, 0.39, 0.28, 0.33, 0.32, -1.74, 1.63, -0.80, -0.32, -0.47, -0.28, -0.18, 0.32, 0.57, 0.42, 0.33, 0.41, -0.56, 0.26, 0.43, 0.21, 0.34, 0.12, -1.44, 0.20, -0.90, -0.17, -0.94, 0.22, 0.28, 0.07, 0.06, 0.30, 0.41, 0.58, 0.34, 0.43, 0.47, 0.29, 0.35, 0.40, -1.14, 0.08, -0.53, -0.37, -0.81, 0.32, -0.27, 0.26, 0.42, 0.12, 0.45, 0.29, 0.33, 0.38, 0.42, 0.35, 0.29, 0.33, -1.45, 0.89, -1.29, -0.38, -0.72, 0.22, -0.22, 0.42, -0.14, -0.17, 0.70, 0.60, 0.17, 0.49, 0.61, 0.24, 0.29, 0.34, -0.35, 0.20, -0.02, -0.12, 2.02, -0.49, -0.51, -0.47, -0.48, -0.52, -0.46, -0.35, 0.15, -0.96, 0.74, -0.33, -0.32, -0.16, -0.15, -1.25, 0.35, 0.11, 0.49, 0.32, 0.11, 0.31], "charge": 2, "e_lumo_ha": [-0.170, -0.193], "homo_energy_ev": [-8.79, -11.71], "s_squared": 0.75, "spin_multiplicity": 2, "gap_ha": [0.153, 0.238]}

(2)
{"formula": "CH11NO4", "method": "ωB97M-V/def2-TZVPD", "symbols": ["N", "C", "O", "H", "H", "H", "H", "H", "O", "H", "H", "O", "H", "H", "O", "H", "H"], "xyz": [[-0.15235, -1.77619, -1.22545], [1.24846, -1.54111, -1.04624], [1.56269, -0.90471, 0.22225], [-0.50755, -2.22624, -0.40980], [-0.68963, -0.98444, -1.53892], [1.78595, -2.48293, -1.10561], [1.57050, -0.81553, -1.78762], [2.10253, -1.50567, 0.74269], [-1.97607, 0.04519, 1.21229], [-1.90363, -0.75524, 0.69958], [-1.99839, -0.14981, 2.14979], [-1.78526, 2.92297, -0.53455], [-1.11462, 3.32850, 0.02504], [-1.91430, 2.06017, -0.12633], [1.06605, 1.92329, 0.79183], [0.81975, 1.00033, 0.64192], [1.88586, 1.86142, 1.28915]], "mulliken_charge": [-0.54, -0.36, -0.52, 0.20, 0.29, 0.36, 0.30, 0.28, -0.60, 0.29, 0.30, -0.65, 0.31, 0.31, -0.62, 0.37, 0.28], "de_lowest_kj_mol": 72.13, "charge": 0, "e_lumo_ha": 0.014, "homo_energy_ev": -10.13, "smiles": "NCO.O.O.O", "gap_ha": 0.386}

(3)
{"formula": "C25H30N4O5", "method": "ωB97M-V/def2-TZVPD", "symbols": ["C", "O", "C", "C", "C", "N", "C", "O", "C", "C", "N", "C", "O", "C", "C", "C", "C", "C", "C", "N", "C", "C", "O", "N", "C", "C", "C", "C", "C", "C", "C", "C", "C", "O", "H", "H", "H", "H", "H", "H", "H", "H", "H", "H", "H", "H", "H", "H", "H", "H", "H", "H", "H", "H", "H", "H", "H", "H", "H", "H", "H", "H", "H", "H"], "xyz": [[-1.96397, 2.79692, -2.44327], [-2.71136, 2.48648, -1.29154], [-3.88554, 1.75108, -1.54568], [-3.63884, 0.24312, -1.65885], [-3.27803, -0.35638, -0.30067], [-2.89287, -1.74356, -0.43937], [-1.67981, -2.21500, -0.12419], [-0.83346, -1.55060, 0.45688], [-1.39664, -3.63806, -0.56932], [-0.56980, -3.58422, -1.86691], [0.59093, -2.73312, -1.66803], [1.69668, -3.30682, -1.05579], [1.73367, -4.49958, -0.83766], [2.76050, -2.36633, -0.72082], [3.93660, -2.84654, -0.14358], [4.94046, -1.97704, 0.21693], [4.76760, -0.61330, 0.00769], [3.60900, -0.11896, -0.55586], [2.58460, -0.99285, -0.93201], [1.41136, -0.54061, -1.50576], [1.18171, 0.87978, -1.67854], [1.14885, 1.67044, -0.35782], [1.70574, 2.74733, -0.27576], [0.46240, 1.06716, 0.62188], [0.37754, 1.52899, 1.96138], [-0.19791, 2.76373, 2.26252], [-0.74860, 3.64983, 1.19233], [-0.25685, 3.15278, 3.59566], [0.22443, 2.33706, 4.60075], [0.77797, 1.10875, 4.28655], [0.86507, 0.68996, 2.96825], [1.48371, -0.63012, 2.61954], [0.40806, -1.38564, -1.90590], [-0.59342, -0.97570, -2.46461], [-2.53544, 3.44980, -3.11477], [-1.07334, 3.32079, -2.10140], [-1.67200, 1.89818, -2.99671], [-4.36932, 2.11937, -2.46107], [-4.54770, 1.95124, -0.69752], [-2.81641, 0.05016, -2.34998], [-4.54000, -0.23408, -2.05036], [-4.12810, -0.28088, 0.38662], [-2.43074, 0.18031, 0.12999], [-3.51822, -2.32662, -0.97386], [-0.79903, -4.13345, 0.19768], [-2.31285, -4.20212, -0.73823], [-1.15659, -3.16543, -2.68626], [-0.21095, -4.58264, -2.12202], [4.02352, -3.91159, 0.00681], [5.85115, -2.34674, 0.66123], [5.54696, 0.07709, 0.29294], [3.50581, 0.94437, -0.68957], [1.94793, 1.31814, -2.32436], [0.21062, 0.98294, -2.16837], [0.09413, 0.13113, 0.47288], [-1.40944, 3.09582, 0.52755], [0.06772, 4.05163, 0.59280], [-1.30079, 4.47782, 1.62944], [-0.69463, 4.10893, 3.84338], [0.16723, 2.65600, 5.63115], [1.15478, 0.46930, 5.07176], [2.34520, -0.48816, 1.96656], [1.81270, -1.14634, 3.51762], [0.76802, -1.26390, 2.09765]], "mulliken_charge": [-0.78, -0.29, -0.75, -0.21, -0.29, -0.04, 0.27, -0.61, -0.87, -1.03, 0.09, 0.45, -0.71, 0.36, -0.68, -0.70, -0.61, -1.05, 1.48, 0.32, -1.20, 0.65, -0.69, 1.66, 0.25, 0.55, -1.16, -0.97, -0.91, -1.00, 1.05, -0.87, 0.35, -0.67, 0.38, 0.20, 0.29, 0.41, 0.34, 0.11, 0.40, 0.32, -0.16, 0.30, 0.36, 0.42, 0.47, 0.48, 0.49, 0.42, 0.45, 0.33, 0.23, 0.21, -0.46, -0.01, 0.32, 0.42, 0.41, 0.39, 0.42, 0.08, 0.49, 0.09], "de_lowest_kj_mol": 11.37, "charge": 0, "e_lumo_ha": 0.012, "homo_energy_ev": -8.49, "smiles": "COCCCNC(=O)CCn1c(=O)c2ccccc2n(CC(=O)Nc2c(C)cccc2C)c1=O", "gap_ha": 0.324}

(4)
{"formula": "C2H4BrNO", "method": "ωB97M-V/def2-TZVPD", "symbols": ["C", "N", "C", "O", "Br", "H", "H", "H", "H"], "xyz": [[1.25321, -0.18785, -1.07709], [0.58942, 0.19895, 0.19513], [-0.61825, 0.05215, 0.48976], [-1.01694, 0.51391, 1.89852], [-2.72042, 0.27771, 2.29259], [1.65837, -1.07649, -0.76926], [1.89618, 0.79790, -1.21969], [0.44769, -0.45334, -1.75985], [-1.48925, -0.12294, -0.05010]], "mulliken_charge": [-0.65, -0.30, 0.16, -0.32, 0.03, 0.29, 0.27, 0.26, 0.26], "de_lowest_kj_mol": 362.55, "charge": 0, "e_lumo_ha": 0.008, "homo_energy_ev": -9.63, "smiles": "C/N=C/OBr", "gap_ha": 0.361}

(5)
{"formula": "C4H8O2", "method": "ωB97M-V/def2-TZVPD", "symbols": ["C", "C", "C", "O", "C", "O", "H", "H", "H", "H", "H", "H", "H", "H"], "xyz": [[1.41632, -0.66332, 0.25484], [-0.02124, -0.16248, 0.31168], [-1.01439, -1.24818, -0.05704], [-0.73498, -2.41637, -0.18560], [-0.29602, 1.07215, -0.57044], [-1.35239, 1.86574, -0.07061], [1.53292, -1.55539, 0.87362], [2.11137, 0.10024, 0.61878], [1.70568, -0.93191, -0.76623], [-0.26274, 0.13425, 1.34519], [-2.05108, -0.88912, -0.23287], [0.62632, 1.65933, -0.69781], [-0.61433, 0.76189, -1.57335], [-1.04544, 2.27317, 0.74985]], "mulliken_charge": [-1.47, 0.75, -0.21, -0.49, -0.76, -0.50, 0.37, 0.41, 0.32, 0.19, 0.38, 0.34, 0.34, 0.32], "de_lowest_kj_mol": 117.29, "charge": 0, "e_lumo_ha": 0.027, "homo_energy_ev": -9.77, "smiles": "C[C@H](C=O)CO", "gap_ha": 0.385}

no.,electronic energy (eV)
1,-148527.075
2,-10895.278
3,-42613.247
4,-75715.625
5,-8372.066